The following is a DFT calculation (ωB97M-V/def2-TZVPD) of a structure of composition CHCoO5.

Geometry (Å):
O (1.403, 0.797, 0.816)
O (1.051, -1.123, -0.424)
O (0.527, -0.278, 0.612)
C (-0.715, 0.190, -0.157)
O (-0.640, 0.966, -1.034)
O (-1.681, -0.382, 0.478)
Co (2.598, 0.002, -0.376)
H (-2.544, -0.171, 0.086)

Summary:
HOMO-LUMO gap (spin up / spin down)   9.6 / 9.6 eV
Total charge   +1
LUMO level (spin up / spin down)   -6.55 / -6.64 eV
HOMO energy (spin up / spin down)   -16.199 / -16.244 eV
Multiplicity   4

***

The following is a DFT calculation (ωB97M-V/def2-TZVPD) of a structure of composition C23H16AsLaO5.

Geometry (Å):
O (0.781, 0.025, -5.666)
C (1.002, 0.030, -4.553)
La (0.300, -0.020, 0.449)
O (2.890, 0.007, -2.013)
C (1.978, 0.010, -1.328)
C (-2.228, -0.008, 0.712)
O (-3.328, -0.029, 1.007)
C (-0.113, -2.346, -0.238)
O (-0.209, -3.481, -0.452)
C (-0.154, 2.328, -0.290)
O (-0.272, 3.462, -0.518)
H (-0.750, -0.024, -1.525)
C (0.131, 4.181, 5.815)
C (1.006, 4.166, 4.720)
C (1.139, 3.021, 3.942)
C (0.376, 1.896, 4.301)
C (-0.503, 1.881, 5.375)
C (-0.615, 3.046, 6.136)
As (0.511, 0.413, 3.137)
C (2.437, -0.101, 3.377)
C (3.317, -0.237, 2.265)
C (4.654, -0.524, 2.514)
C (5.121, -0.660, 3.833)
C (4.241, -0.499, 4.911)
C (2.880, -0.206, 4.679)
C (-0.845, -0.871, 3.827)
C (-0.455, -2.140, 4.243)
C (-1.444, -3.016, 4.712)
C (-2.792, -2.639, 4.708)
C (-3.168, -1.379, 4.220)
C (-2.193, -0.500, 3.763)
H (0.028, 5.094, 6.418)
H (1.596, 5.052, 4.463)
H (1.815, 2.990, 3.072)
H (-1.085, 0.974, 5.610)
H (-1.304, 3.048, 6.988)
H (2.960, -0.114, 1.206)
H (5.354, -0.656, 1.665)
H (6.179, -0.896, 4.019)
H (4.591, -0.599, 5.946)
H (2.169, -0.060, 5.515)
H (0.618, -2.418, 4.225)
H (-1.145, -4.001, 5.100)
H (-3.559, -3.327, 5.083)
H (-4.226, -1.073, 4.208)
H (-2.484, 0.496, 3.376)

Summary:
HOMO-LUMO gap   5.4 eV
Total charge   +2
LUMO level   -9.01 eV
HOMO energy   -14.417 eV
Multiplicity   1

***

The following is a DFT calculation (ωB97M-V/def2-TZVPD) of a structure of composition H12O14S2Zn.

Geometry (Å):
Zn (4.303, 3.629, -3.369)
S (5.490, 2.724, -0.432)
O (5.303, 3.497, -1.690)
O (5.539, 1.293, -0.756)
O (6.746, 3.100, 0.257)
O (4.350, 3.094, 0.383)
S (5.301, 1.018, -4.913)
O (5.628, 0.223, -3.738)
O (4.008, 0.645, -5.451)
O (5.281, 2.427, -4.427)
O (6.315, 0.872, -5.954)
O (8.000, 3.058, -4.084)
H (8.204, 2.336, -3.485)
H (7.039, 3.005, -4.193)
O (6.549, 5.759, -1.401)
H (6.391, 5.901, -0.466)
H (6.159, 4.868, -1.577)
O (5.330, 5.264, -4.087)
H (6.042, 5.117, -4.719)
H (5.367, 6.201, -3.883)
O (3.142, 5.104, -2.198)
H (2.917, 5.187, -1.266)
H (2.961, 5.968, -2.578)
O (2.809, 3.896, -4.713)
H (2.709, 3.483, -5.578)
H (2.000, 4.394, -4.576)
O (3.090, 2.200, -2.476)
H (3.168, 2.098, -1.516)
H (2.233, 1.830, -2.697)

Summary:
HOMO-LUMO gap   4.2 eV
Total charge   -2
LUMO level   3.33 eV
HOMO energy   -0.868 eV
ΔE to the lowest compared entry with this formula, charge and spin   0.0 kJ/mol
Multiplicity   1

***

The following is a DFT calculation (ωB97M-V/def2-TZVPD) of a cluster of 10 separate species, C54H54N6O8 in total.

Geometry (Å):
O (-5.809, 5.598, -5.777)
C (-5.031, 5.327, -4.610)
C (-3.850, 6.022, -4.530)
C (-3.029, 5.840, -3.309)
C (-3.430, 4.882, -2.417)
O (-2.626, 4.705, -1.259)
C (-4.600, 4.210, -2.652)
C (-5.422, 4.299, -3.755)
H (-6.525, 4.761, -5.671)
H (-3.418, 6.919, -5.091)
H (-2.068, 6.432, -3.146)
H (-3.007, 4.146, -0.604)
H (-4.908, 3.614, -1.927)
H (-6.203, 3.752, -3.610)
O (2.739, -1.727, 4.092)
C (3.937, -1.114, 3.908)
C (3.951, 0.264, 3.425)
C (5.376, 0.887, 3.150)
C (6.493, 0.148, 3.356)
O (7.727, 0.717, 3.383)
C (6.412, -1.184, 3.924)
C (5.186, -1.823, 4.176)
H (2.622, -2.446, 4.610)
H (3.198, 0.906, 3.137)
H (5.081, 1.715, 2.754)
H (8.390, 0.087, 3.501)
H (7.420, -1.758, 3.909)
H (4.986, -2.786, 4.636)
O (-4.232, -5.729, -1.660)
C (-2.923, -5.115, -1.366)
C (-2.774, -3.723, -1.246)
C (-1.360, -3.188, -1.082)
C (-0.386, -4.115, -1.033)
O (0.938, -3.545, -0.918)
C (-0.574, -5.503, -1.266)
C (-1.858, -5.978, -1.334)
H (-4.776, -5.046, -1.867)
H (-3.632, -3.230, -1.341)
H (-1.220, -2.112, -0.852)
H (1.647, -4.259, -0.823)
H (0.265, -6.202, -1.143)
H (-2.071, -6.984, -1.673)
O (2.880, 7.549, 3.262)
C (2.040, 7.364, 2.165)
C (1.698, 8.471, 1.363)
C (0.757, 8.222, 0.276)
C (0.153, 6.950, 0.152)
O (-0.822, 6.944, -0.795)
C (0.504, 5.839, 0.978)
C (1.466, 6.027, 1.977)
H (2.904, 8.527, 3.503)
H (2.231, 9.528, 1.648)
H (0.400, 9.045, -0.302)
H (-1.520, 6.184, -0.793)
H (-0.046, 5.054, 0.817)
H (1.800, 5.134, 2.328)
C (1.010, 0.682, -3.019)
C (0.843, 1.354, -4.305)
C (-0.334, 1.097, -5.024)
N (-1.166, -0.043, -4.726)
C (-1.077, -0.541, -3.502)
C (0.040, -0.284, -2.606)
H (1.811, 0.910, -2.356)
H (1.456, 2.158, -4.538)
H (-0.737, 1.607, -5.972)
H (-1.750, -1.346, -3.423)
H (0.230, -0.769, -1.787)
C (-4.028, 0.713, -1.228)
C (-5.424, 0.256, -1.067)
C (-6.156, 0.060, -2.278)
N (-5.641, 0.253, -3.520)
C (-4.383, 0.702, -3.613)
C (-3.627, 1.092, -2.481)
H (-3.545, 0.714, -0.290)
H (-5.709, 0.061, -0.200)
H (-7.210, -0.234, -2.394)
H (-4.040, 0.896, -4.654)
H (-2.757, 1.674, -2.590)
C (2.003, 0.846, 0.551)
C (1.547, -0.385, 1.047)
C (0.182, -0.545, 1.143)
N (-0.765, 0.270, 0.725)
C (-0.341, 1.454, 0.146)
C (1.157, 1.852, 0.073)
H (3.145, 1.066, 0.593)
H (2.196, -1.252, 1.256)
H (-0.258, -1.429, 1.666)
H (-1.012, 2.000, -0.406)
H (1.522, 2.822, -0.374)
C (4.740, -2.809, -1.056)
C (5.669, -2.983, -2.136)
C (6.991, -2.997, -1.811)
N (7.529, -2.749, -0.572)
C (6.700, -2.391, 0.485)
C (5.259, -2.461, 0.218)
H (3.624, -2.871, -1.267)
H (5.311, -3.225, -3.011)
H (7.701, -3.294, -2.531)
H (7.490, -2.239, 1.282)
H (4.657, -2.209, 1.125)
C (-4.282, -1.602, 3.988)
C (-3.245, -1.501, 3.024)
C (-3.549, -1.864, 1.704)
N (-4.689, -2.322, 1.373)
C (-5.799, -2.395, 2.283)
C (-5.626, -2.074, 3.630)
H (-4.043, -1.483, 4.967)
H (-2.124, -1.126, 3.354)
H (-2.792, -1.774, 0.881)
H (-6.730, -2.665, 2.039)
H (-6.524, -1.992, 4.197)
C (1.108, -6.794, 3.138)
C (0.817, -5.451, 2.840)
C (1.812, -4.523, 2.816)
N (3.076, -4.794, 2.976)
C (3.439, -6.062, 3.408)
C (2.480, -7.118, 3.524)
H (0.276, -7.333, 3.137)
H (-0.271, -5.188, 2.419)
H (1.352, -3.564, 2.586)
H (4.549, -6.228, 3.657)
H (2.831, -8.140, 3.911)

Summary:
HOMO-LUMO gap   8.0 eV
LUMO level   0.25 eV
HOMO energy   -7.726 eV
SMILES   Oc1ccc(O)cc1.Oc1ccc(O)cc1.Oc1ccc(O)cc1.Oc1ccc(O)cc1.c1ccncc1.c1ccncc1.c1ccncc1.c1ccncc1.c1ccncc1.c1ccncc1
ΔE to the lowest compared entry with this formula, charge and spin   15.5 kJ/mol
Multiplicity   1

***

The following is a DFT calculation (ωB97M-V/def2-TZVPD) of a structure of composition H18Na4O17S2.

Geometry (Å):
Na (-3.000, -2.076, -1.009)
Na (0.379, -2.109, 2.278)
Na (-2.871, 0.305, 2.064)
Na (-0.504, -3.972, -0.321)
S (-2.527, -2.762, 2.410)
O (-1.437, -3.667, 1.877)
O (-3.460, -3.557, 3.153)
O (-1.821, -1.752, 3.230)
O (-3.243, -1.999, 1.331)
S (-0.481, -0.190, -0.163)
O (-1.581, 0.240, -1.058)
O (0.832, 0.244, -0.691)
O (-0.618, 0.413, 1.185)
O (-0.539, -1.664, -0.010)
O (2.661, -0.819, 1.307)
H (2.036, -0.313, 0.768)
H (3.068, -0.145, 1.865)
O (1.037, 0.994, 3.214)
H (0.345, 0.779, 2.560)
H (0.873, 0.421, 3.969)
O (2.562, -1.656, -1.863)
H (1.942, -0.969, -1.564)
H (2.002, -2.382, -2.142)
O (-1.465, -0.173, -3.778)
H (-1.036, -1.033, -3.805)
H (-1.645, 0.011, -2.837)
O (-3.507, 1.734, 0.118)
H (-2.856, 1.215, -0.387)
H (-3.152, 2.631, 0.074)
O (1.231, 0.721, -3.637)
H (0.294, 0.822, -3.856)
H (1.218, 0.569, -2.683)
O (-0.989, 3.250, 1.010)
H (-0.730, 2.323, 0.892)
H (-0.837, 3.427, 1.944)
O (4.318, 1.427, -1.813)
H (4.000, 0.812, -2.481)
H (3.603, 1.482, -1.165)
O (2.354, 2.431, 0.069)
H (1.699, 1.740, -0.095)
H (1.847, 3.248, 0.041)

Summary:
HOMO-LUMO gap   7.0 eV
LUMO level   -2.58 eV
HOMO energy   -9.550 eV
Multiplicity   1

***

The following is a DFT calculation (ωB97M-V/def2-TZVPD) of a cluster of 2 separate species, C7H12N in total.

Geometry (Å):
C (-3.209, 0.385, 0.413)
C (-1.838, 0.578, 0.762)
C (-2.051, -1.183, -0.729)
C (-1.161, -0.358, 0.012)
C (2.975, 0.220, -1.163)
C (2.556, 0.656, 1.341)
C (2.141, -0.056, 0.088)
N (-3.314, -0.625, -0.411)
H (-4.043, 0.977, 0.756)
H (-1.771, -1.102, -1.771)
H (-2.246, -2.259, -0.241)
H (-0.176, -0.578, 0.121)
H (3.567, 1.088, -1.053)
H (3.547, -0.728, -1.437)
H (2.305, 0.325, -1.979)
H (3.281, -0.100, 1.590)
H (1.809, 0.644, 2.160)
H (3.119, 1.578, 1.180)
H (-4.096, -0.775, -1.046)
H (-1.392, 1.313, 1.408)

Summary:
HOMO-LUMO gap   6.2 eV
Total charge   +1
LUMO level   -4.92 eV
HOMO energy   -11.146 eV
ΔE to the lowest compared entry with this formula, charge and spin   468.8 kJ/mol
Multiplicity   1

***

The following is a DFT calculation (ωB97M-V/def2-TZVPD) of the ion C9H16NO3S with charge +1.

Geometry (Å):
C (2.036, -0.920, -0.259)
C (2.967, 0.269, -0.228)
C (2.254, 1.472, -0.721)
C (1.328, 2.031, 0.393)
O (0.190, 1.236, 0.570)
C (-0.743, 1.219, -0.344)
O (-0.657, 1.962, -1.282)
C (-1.875, 0.240, -0.029)
C (-3.204, 1.144, 0.752)
O (-3.146, 1.291, 1.916)
N (-1.408, -0.752, 0.981)
C (-1.528, -2.101, 0.490)
C (-1.548, -2.038, -1.061)
S (-2.748, -0.697, -1.324)
H (1.289, -1.108, 0.542)
H (1.502, -0.901, -1.187)
H (2.590, -1.833, -0.036)
H (3.169, 0.231, 0.876)
H (3.944, 0.084, -0.808)
H (3.101, 2.167, -1.061)
H (1.546, 1.303, -1.533)
H (1.856, 2.006, 1.276)
H (1.086, 3.033, 0.247)
H (-3.770, 1.507, -0.097)
H (-2.148, -0.470, 1.673)
H (-0.470, -0.336, 1.243)
H (-2.539, -2.512, 0.922)
H (-0.639, -2.714, 0.940)
H (-0.518, -1.790, -1.444)
H (-1.919, -3.025, -1.408)

Summary:
HOMO-LUMO gap   9.7 eV
Total charge   +1
LUMO level   -3.90 eV
HOMO energy   -13.585 eV
SMILES   CCCCOC(=O)[C@]1(C=O)[NH2+]CCS1
ΔE to the lowest compared entry with this formula, charge and spin   0.0 kJ/mol
Multiplicity   1

***

The following is a DFT calculation (ωB97M-V/def2-TZVPD) of a structure of composition C3H6O.

Geometry (Å):
C (-2.055, -0.279, 0.088)
C (2.200, -0.259, -0.347)
C (3.109, 0.399, 0.107)
H (-0.408, 0.854, -0.118)
H (-2.881, -0.178, 0.818)
H (-2.367, -0.913, -0.793)
H (-1.223, -0.785, 0.739)
H (1.430, -0.883, -0.703)
H (3.816, 1.071, 0.495)
O (-1.621, 0.974, -0.285)

Summary:
HOMO-LUMO gap   10.9 eV
LUMO level   0.65 eV
HOMO energy   -10.227 eV
ΔE to the lowest compared entry with this formula, charge and spin   400.1 kJ/mol
Multiplicity   1